A cluster of 2 separate species, C6H12O in total at a distorted geometry. Source: OMol25; level of theory: wB97M-V/def2-TZVPD.

XYZ file:
```
19
C6H12O, DFT wB97M-V/def2-TZVPD
H -2.020 0.847 0.247
H 1.935 -1.421 2.347
H 0.457 1.595 -1.357
O -1.255 -0.532 -2.340
H -1.257 -0.279 0.408
H 0.189 -1.608 2.046
H -0.225 -2.071 -1.549
H -1.832 1.412 -1.525
H 0.528 1.673 0.426
C 0.002 1.226 -0.431
C 1.269 -0.888 0.336
H 2.190 -0.303 0.135
C -0.508 -0.997 -1.507
H 1.489 -1.884 -0.079
H 0.883 0.007 2.266
C 0.002 -0.269 -0.309
C 1.068 -0.988 1.842
H -1.491 2.789 -0.404
C -1.423 1.690 -0.551
```

Values from the calculation:
Multiplicity: 1
Strongest force on any atom: 4.08 eV Å⁻¹
Total charge: 0
Kohn-Sham gap: 10.32 eV
HOMO level: -9.5594 eV
LUMO level: 0.7608 eV

***

The molecule C5H4O2S at a distorted geometry. Source: OMol25; level of theory: wB97M-V/def2-TZVPD.

XYZ file:
```
12
C5H4O2S, DFT wB97M-V/def2-TZVPD
C -1.298 -1.684 0.030
C 1.484 0.651 -0.775
O 1.670 2.224 1.054
H 2.215 1.141 -1.489
H -0.521 -3.189 -0.819
O -1.406 -2.870 -0.546
C 0.698 -0.461 -1.014
H -1.932 -1.357 0.874
H 1.020 -1.233 -1.790
C 1.021 1.429 0.247
S -0.728 0.877 0.599
C -0.445 -0.639 -0.223
```

Values from the calculation:
Multiplicity: 1
SMILES: O=C1C=C/C(=C\O)S1
Strongest force on any atom: 8.49 eV Å⁻¹
Total charge: 0
Kohn-Sham gap: 7.58 eV
HOMO level: -8.5628 eV
LUMO level: -0.9868 eV

***

A structure of composition C5H8AuFO4 at a distorted geometry. Source: OMol25; level of theory: wB97M-V/def2-TZVPD.

XYZ file:
```
19
C5H8AuFO4, DFT wB97M-V/def2-TZVPD
C -0.572 -0.360 -0.654
H -1.252 -3.833 0.687
C -0.431 -3.141 0.421
O -0.871 -1.821 0.527
H 1.614 -2.774 1.057
H 0.514 -3.274 2.365
O -0.756 -0.986 -1.853
C 0.771 -3.433 1.307
H 1.095 -4.477 1.182
H 0.513 -2.201 -2.895
C 0.471 -1.188 -2.482
O -1.459 0.353 -0.157
H -0.177 -3.362 -0.635
Au -2.137 -0.862 1.144
H 1.869 -1.784 -0.923
F 0.568 -0.297 -3.526
C 1.493 -0.869 -1.399
O 0.732 -0.123 -0.454
H 2.321 -0.258 -1.771
```

Values from the calculation:
Multiplicity: 4
Strongest force on any atom: 14.76 eV Å⁻¹
Total charge: +1
Kohn-Sham gap (spin up / spin down): 9.08 / 7.86 eV
HOMO level (spin up / spin down): -12.2553 / -16.4170 eV
<S²>: 3.759
LUMO level (spin up / spin down): -3.1734 / -8.5554 eV

***

The molecule C4H5NO2. Source: OMol25; level of theory: wB97M-V/def2-TZVPD.

XYZ file:
```
12
C4H5NO2, DFT wB97M-V/def2-TZVPD
N 0.338 0.508 -0.495
H 2.171 0.547 0.597
C -1.671 0.495 0.995
H -2.773 0.401 0.934
C 1.314 -0.089 0.384
H 0.962 -0.684 1.220
C -1.033 0.433 -0.396
O -1.770 0.318 -1.352
H 1.840 -0.378 -1.790
H 0.581 -1.534 -1.124
C 1.120 -0.596 -1.007
O -1.067 0.564 2.035
```

Values from the calculation:
Multiplicity: 1
SMILES: O=CC(=O)N1CC1
Strongest force on any atom: 0.59 eV Å⁻¹
Total charge: 0
Kohn-Sham gap: 9.57 eV
HOMO level: -9.9291 eV
LUMO level: -0.3582 eV

***

The molecule BrFH2Si at a distorted geometry. Source: OMol25; level of theory: wB97M-V/def2-TZVPD.

XYZ file:
```
5
BrFH2Si, DFT wB97M-V/def2-TZVPD
H 1.508 -0.119 0.442
F -0.218 -0.848 -1.429
H -0.542 -0.888 1.115
Br -0.781 1.981 -0.102
Si 0.034 -0.126 -0.026
```

Values from the calculation:
Multiplicity: 1
SMILES: F[SiH2]Br
Strongest force on any atom: 1.67 eV Å⁻¹
Total charge: 0
Kohn-Sham gap: 11.60 eV
HOMO level: -10.9091 eV
LUMO level: 0.6947 eV

***

A structure of composition C44H34FMnNO2P2STe at a distorted geometry. Source: OMol25; level of theory: wB97M-V/def2-TZVPD.

XYZ file:
```
87
C44H34FMnNO2P2STe, DFT wB97M-V/def2-TZVPD
C 1.117 0.302 2.895
H 0.978 -3.962 3.155
C 4.185 -0.213 -0.674
C -3.954 -0.636 -2.685
H 3.989 -2.262 -1.310
H 0.889 -4.826 -3.589
H -4.931 -4.262 -1.700
C 1.382 -3.083 1.214
H -0.561 2.197 4.463
H -2.993 2.608 4.623
H 0.549 3.978 -2.744
C 0.470 -1.655 -4.681
C -4.807 -0.845 -1.555
C -3.513 -1.723 -3.448
H 5.877 -3.027 0.119
C 1.051 -2.166 0.306
Te 2.333 0.546 -1.534
C -0.338 -1.899 -2.436
H 1.648 -0.607 4.740
H -2.896 -1.581 -4.322
C -3.856 -2.997 -3.060
C 0.033 0.724 1.945
H -2.491 0.187 4.049
C 4.533 -1.554 -0.700
O 1.845 0.361 0.438
C 3.257 4.292 -0.042
H 6.595 0.732 1.497
P -0.608 2.820 -0.541
Mn -3.078 -0.063 -0.651
C -5.094 0.279 -0.714
H 1.277 -3.420 -5.576
H -5.803 -2.358 -0.372
H -0.999 -2.581 3.605
C 2.544 4.623 -2.305
C -5.144 -2.187 -1.214
C -0.415 -2.454 2.706
O -1.126 0.371 -1.311
H 4.012 4.389 0.726
F -3.394 -4.051 -3.771
C 1.056 3.596 -0.703
H -0.729 -0.693 5.536
H -3.726 4.180 2.911
H -3.821 0.375 -3.078
C 0.005 -3.247 -2.454
C 2.034 3.725 0.275
C 5.987 0.105 0.857
H 4.711 1.691 0.157
H -5.774 0.108 0.120
C -0.114 -1.104 -3.556
C -1.256 -0.054 2.248
H 2.131 0.407 2.546
H 1.860 3.385 1.283
C 4.945 0.637 0.113
C -4.678 -3.244 -1.956
H -5.267 1.236 -1.218
N 6.303 -1.177 0.854
C 0.644 -3.220 2.447
C -2.837 3.587 2.763
C 1.322 4.061 -1.990
C 0.829 -2.993 -4.692
H 2.736 4.977 -3.308
H -2.638 4.220 0.699
C 0.472 0.306 0.535
C 0.602 -3.786 -3.578
C -1.189 1.924 3.609
C -0.065 -1.204 0.480
C 0.842 -0.227 4.131
H 2.207 -3.755 1.027
C 5.592 -1.982 0.087
H 4.475 5.179 -1.563
H 0.647 -1.034 -5.548
H 0.544 2.735 2.573
C 3.518 4.736 -1.328
C -2.175 3.645 1.489
C -2.433 2.735 3.708
P -1.221 -1.237 -0.990
C -1.470 0.362 3.714
C -1.069 2.920 1.228
C -0.459 -0.272 4.582
C -0.963 -1.469 1.728
H -0.396 -0.058 -3.549
H -1.939 -1.886 1.389
H 1.628 -2.057 -0.604
C -0.091 1.057 -0.654
H -0.183 -3.859 -1.583
C -0.358 2.168 2.317
S -2.803 0.503 1.407
```

Values from the calculation:
Multiplicity: 2
Strongest force on any atom: 1.62 eV Å⁻¹
Total charge: 0
Kohn-Sham gap (spin up / spin down): 4.06 / 4.22 eV
HOMO level (spin up / spin down): -6.6726 / -6.7025 eV
<S²>: 0.771
LUMO level (spin up / spin down): -2.6086 / -2.4795 eV

***

A structure of composition C31H44AuBrCl3GeN2O2SSi3. Source: OMol25; level of theory: wB97M-V/def2-TZVPD.

XYZ file:
```
89
C31H44AuBrCl3GeN2O2SSi3, DFT wB97M-V/def2-TZVPD
Br -6.727 1.236 0.545
H 5.288 1.308 -2.372
Si 2.755 2.521 0.181
Si 3.545 -1.125 1.248
H 2.022 -2.176 -3.353
C -2.132 -3.786 3.943
Si 3.263 -0.130 -2.630
C 2.322 0.982 -3.810
H 0.802 -3.156 -1.897
C -1.242 -5.405 1.588
H 2.673 0.824 -4.834
H 0.927 2.650 1.835
H 3.509 -6.784 2.652
C -4.500 -0.534 0.541
C 2.614 -5.542 4.274
H 5.111 2.727 -0.656
H 0.887 -4.377 4.445
C -0.660 -3.039 0.920
H 4.752 3.922 0.591
H -1.877 -5.168 7.514
C -2.695 -3.068 4.987
Cl 2.134 -4.323 6.724
H 2.228 4.753 -0.705
C -2.672 1.371 -0.321
C -4.903 0.764 0.296
C 4.567 -6.787 4.503
H -1.242 -6.790 3.110
H 2.135 3.918 2.118
C 2.734 -0.891 2.928
H 5.545 0.304 1.703
C -1.448 -4.980 4.137
Cl -0.667 -6.997 5.801
C -1.397 -5.465 5.449
C 3.569 -6.411 3.664
H -4.342 2.726 -0.341
H 3.189 -1.570 3.657
H 5.667 -0.377 -2.019
N -0.175 -2.414 -0.137
H 0.993 3.584 -1.213
H 3.613 -2.624 -2.702
H 1.252 0.764 -3.778
H 5.487 0.156 -3.694
C -2.583 -3.564 6.272
C -4.005 1.718 -0.142
H 5.099 2.251 1.041
C 3.348 -2.915 0.756
H 1.662 -1.102 2.886
C 2.953 -5.311 5.579
H 5.831 -1.381 2.151
Ge 2.453 0.195 -0.412
H 1.598 -4.256 2.838
C 5.097 0.280 -2.680
H 2.279 -3.087 0.646
Au -0.089 -0.309 -0.301
C -1.944 -4.768 6.512
S 4.394 -6.102 6.059
N -0.586 -4.372 0.778
H 3.703 -3.622 1.501
H 5.899 -0.889 0.455
C 0.071 -4.606 -0.410
H -1.981 2.135 -0.656
C -0.804 -5.789 3.015
C 0.319 -3.391 -0.967
C 3.072 -1.883 -3.294
C 5.375 -0.730 1.400
H -2.840 -1.874 0.469
H -3.214 -2.138 4.802
C 1.387 -4.946 3.661
H 2.446 2.038 -3.569
C 4.603 2.878 0.298
H 3.823 -3.137 -0.202
H 3.467 -1.916 -4.314
C 2.060 3.735 -1.070
O 0.570 -6.024 3.204
H -1.197 -6.303 0.975
H 0.262 -5.604 -0.762
H -2.257 -3.390 2.948
O 0.147 1.567 -0.381
C -2.210 0.080 -0.062
H -1.135 -2.534 1.737
H 5.391 -7.447 4.286
Cl -3.265 -2.688 7.599
C -3.163 -0.857 0.351
H -5.220 -1.278 0.855
H 2.555 3.651 -2.039
H 2.853 0.125 3.303
H -2.298 -5.141 1.662
H 2.452 2.269 2.653
C 1.995 2.864 1.861
```

Values from the calculation:
Multiplicity: 2
Strongest force on any atom: 0.69 eV Å⁻¹
Total charge: 0
Kohn-Sham gap (spin up / spin down): 7.52 / 7.06 eV
HOMO level (spin up / spin down): -7.4480 / -7.7683 eV
<S²>: 0.762
LUMO level (spin up / spin down): 0.0713 / -0.7062 eV

***

The ion C2H5N2S with charge +1 at a distorted geometry. Source: OMol25; level of theory: wB97M-V/def2-TZVPD.

XYZ file:
```
10
C2H5N2S, DFT wB97M-V/def2-TZVPD
N -0.658 0.686 0.217
C -1.410 -0.449 0.203
H 1.042 -1.423 0.123
N 1.457 -0.541 -0.001
H 2.293 -0.503 -0.504
H -1.024 1.650 0.135
H -0.802 -1.472 0.169
H 1.277 1.526 -0.193
C 0.769 0.616 -0.055
S -2.944 -0.090 -0.093
```

Values from the calculation:
Multiplicity: 1
SMILES: [NH2+]=CNC=S
Strongest force on any atom: 8.12 eV Å⁻¹
Total charge: +1
Kohn-Sham gap (spin up / spin down): 7.71 / 7.71 eV
HOMO level (spin up / spin down): -13.5576 / -13.5579 eV
LUMO level (spin up / spin down): -5.8446 / -5.8444 eV

***

Repeat the second record exactly.
The molecule C5H4O2S at a distorted geometry. Source: OMol25; level of theory: wB97M-V/def2-TZVPD.

XYZ file:
```
12
C5H4O2S, DFT wB97M-V/def2-TZVPD
C -1.298 -1.684 0.030
C 1.484 0.651 -0.775
O 1.670 2.224 1.054
H 2.215 1.141 -1.489
H -0.521 -3.189 -0.819
O -1.406 -2.870 -0.546
C 0.698 -0.461 -1.014
H -1.932 -1.357 0.874
H 1.020 -1.233 -1.790
C 1.021 1.429 0.247
S -0.728 0.877 0.599
C -0.445 -0.639 -0.223
```

Values from the calculation:
Multiplicity: 1
SMILES: O=C1C=C/C(=C\O)S1
Strongest force on any atom: 8.49 eV Å⁻¹
Total charge: 0
Kohn-Sham gap: 7.58 eV
HOMO level: -8.5628 eV
LUMO level: -0.9868 eV

***

> Which of these has the lowest strongest force on any atom?

C4H5NO2